ORCA calculation (wB97M-V/def2-TZVPD) on a 5-piece molecular cluster, C27H23N4O10S overall.

Structure (ORCA input):
```
! wB97M-V def2-TZVPD RIJCOSX def2/J DEFGRID3
* xyz 1 1
S 2.380 0.293 1.322
O 3.378 -3.904 -4.646
O -5.891 -1.154 7.843
O 0.987 0.319 -3.947
O 0.707 -2.213 -0.394
O -0.057 3.122 -0.161
O -2.847 -2.436 3.702
O 3.017 0.364 2.605
O 5.237 0.833 -7.064
O 2.874 1.218 0.357
O -4.328 2.681 -3.259
N 0.174 1.020 5.101
N 0.314 0.621 3.001
N 0.560 1.471 3.961
N -0.337 -0.160 4.868
C 4.266 0.715 -6.352
C -3.119 -1.133 5.635
C 0.608 0.716 1.571
C 1.425 -4.058 -3.342
C 1.964 0.438 -4.664
C -3.354 2.783 -2.551
C -1.048 3.027 -0.869
C 2.768 -3.519 -3.676
C -5.631 -2.471 5.909
C -3.447 3.386 -1.195
C -3.555 -2.148 4.654
C 1.324 -2.605 -1.375
C 2.661 -2.065 -1.705
C -0.289 -0.430 3.583
C -4.868 -2.794 4.867
C 3.334 -2.486 -2.771
C -3.877 -0.805 6.678
C 3.128 -0.156 -6.738
C -2.374 3.498 -0.415
C 4.168 1.436 -5.058
C 1.233 2.762 3.781
C -5.197 -1.450 6.897
C -0.950 2.426 -2.214
C 0.757 -3.633 -2.272
C 2.059 -0.282 -5.954
C -2.020 2.310 -2.998
C 3.099 1.308 -4.276
H -6.595 -2.931 6.085
H -0.058 0.005 1.070
H 3.009 1.826 -3.329
H -2.151 -0.687 5.438
H 3.059 -1.314 -1.035
H 1.219 -0.911 -6.219
H -1.968 1.869 -3.985
H 1.027 -4.810 -4.012
H -2.421 3.935 0.575
H -5.168 -3.534 4.136
H -4.428 3.724 -0.884
H 2.177 2.719 4.333
H 0.032 2.086 -2.520
H -0.222 -4.014 -2.011
H 0.420 1.736 1.221
H -3.574 -0.064 7.407
H 1.493 2.949 2.738
H 3.217 -0.674 -7.684
H 5.008 2.065 -4.792
H 0.623 3.581 4.167
H 4.313 -2.102 -3.029
H -0.643 -1.308 3.054
H 2.401 -0.992 0.840
*
```

Calculated values
E: -2411.7926 Ha
orbital gap: 0.3004 Ha